C7H16OSi as an isolated structure. Source: the OMol25 dataset; level of theory: ωB97M-V/def2-TZVPD.

CARTESIAN COORDINATES (ANGSTROEM)
C: -2.20893 1.66099 1.36009
C: -2.38000 1.31770 0.06891
C: 1.74425 -1.10362 -0.26764
C: 1.89058 1.29903 -0.61745
C: 1.38993 0.50453 1.66680
C: -1.67091 -2.47830 -1.07978
C: 1.20831 0.23467 0.20644
O: -1.79458 -1.27607 -0.47462
Si: -1.13438 0.18626 -0.73291
H: -2.90714 2.28180 1.75952
H: -1.23304 1.53379 1.86063
H: -3.34891 1.32626 -0.23173
H: 2.77540 -1.40521 0.12698
H: 1.04285 -1.99118 -0.03403
H: 1.82655 -0.93494 -1.35147
H: 1.74819 1.09447 -1.71493
H: 3.01058 1.35914 -0.38262
H: 1.41561 2.33757 -0.27164
H: 2.40467 0.36967 1.88797
H: 1.11169 1.65809 1.72113
H: 0.70143 0.05700 2.29311
H: -1.66782 -3.26968 -0.26453
H: -0.72410 -2.60379 -1.57123
H: -2.57555 -2.52312 -1.75331
H: -0.62468 0.36495 -2.20369

Properties
- HOMO energy: -7.951 eV
- Frontier orbital gap: 0.32391 Eh
- Energy relative to the best compared isomer or geometry (same formula, charge and spin): 398.60 kJ/mol


One molecule with the formula C3H4N4. Source: the OMol25 dataset; level of theory: ωB97M-V/def2-TZVPD.

CARTESIAN COORDINATES (ANGSTROEM)
N: 1.91486 -0.22560 -0.58480
C: 0.62218 -0.26610 -0.10019
C: 0.15573 0.54206 0.95525
N: -1.13159 0.80252 1.03615
C: -1.90696 0.10980 0.18932
N: -1.51612 -0.96686 -0.47737
N: -0.21329 -1.14773 -0.63317
H: 2.22137 0.71199 -0.81312
H: 1.98795 -0.83218 -1.39422
H: 0.81504 0.88380 1.74479
H: -2.94919 0.38829 0.07735

Properties
- HOMO energy: -9.409 eV
- Frontier orbital gap: 0.35446 Eh
- SMILES: Nc1cncnn1
- Energy relative to the best compared isomer or geometry (same formula, charge and spin): 187.30 kJ/mol